1.
The following is a DFT calculation (ωB97M-V/def2-TZVPD) of C41H44IrN5OP2 as an isolated structure.

Summary:
**ΔE to the lowest compared entry with this formula, charge and spin**: 0.0 kcal/mol
**E_tot**: -74146.6472 eV
**Net charge**: 0
**Molecular weight**: 877.00 g/mol

Structure (XYZ):
```
94
Properties=species:S:1:pos:R:3:lowdin_charge:R:1
Ir -0.22737 0.44530 -0.53555 0.7123
P 1.58514 0.65920 0.63674 0.7297
P 0.05616 -1.18382 2.21493 0.7886
O 0.63471 6.26997 -4.44878 0.0685
N 1.48376 -0.33720 2.01337 -0.2825
N 0.24728 1.93764 -1.96070 -0.1492
N -1.88587 -1.13200 -2.46529 -0.0444
N -2.01653 0.06938 -1.70372 -0.0960
N 2.05340 4.97223 -5.63390 0.1666
C 3.23066 0.15522 -0.00127 -0.3328
C -4.20596 -1.18628 -3.19138 -0.0404
C -1.88545 0.75852 5.22242 -0.0770
C 1.98818 -4.76078 1.83183 -0.0844
C 0.87739 4.02593 -3.72151 -0.1356
C -0.31262 -0.70956 6.29579 -0.0855
C 3.26396 -0.85006 -0.96749 -0.1278
C -0.25539 -3.80864 3.15843 -0.1019
C 2.47747 3.29845 0.50085 -0.1107
C -4.72845 -1.09638 1.04293 -0.1013
C 1.67971 -3.41007 1.78936 -0.0798
C -2.30210 -1.38038 0.93140 -0.3631
C 1.54517 2.64949 2.61682 -0.0829
C -2.47774 -0.11947 -4.67768 -0.0468
C 0.04733 -5.16299 3.19055 -0.0819
C -2.43727 -2.58591 -4.26322 -0.0469
C 2.23673 4.92617 2.25233 -0.0920
C 4.47592 -1.35467 -1.41842 -0.0865
C 0.07714 -1.19717 5.05716 -0.0913
C -3.44156 -0.57417 1.09406 -0.1051
C 1.17059 -5.64018 2.53081 -0.0915
C -2.75002 -1.22540 -3.65011 -0.6392
C 1.69778 3.95061 3.07850 -0.0818
C 1.94088 2.31043 1.32687 -0.3442
C 2.62456 4.59833 0.95931 -0.0833
C -2.53289 -2.75146 0.73624 -0.0614
C 1.15884 5.19014 -4.62705 -0.4969
C 5.66783 -0.85578 -0.90983 -0.0910
C -0.50696 3.05232 -2.03237 -0.1226
C -4.92429 -2.45685 0.85118 -0.1172
C 5.64433 0.14628 0.05145 -0.0830
C 4.43160 0.64798 0.50527 -0.0866
C 1.66756 2.88709 -3.64238 -0.0089
C -1.29722 0.26700 6.37874 -0.0896
C 1.31770 1.87288 -2.77001 -0.1335
C -3.81441 -3.28099 0.70636 -0.0961
C 0.56082 -2.92001 2.46165 -0.2912
C -0.51063 -0.70832 3.89067 -0.2780
C -0.23275 4.09706 -2.89177 0.0115
C -1.48998 0.27420 3.98246 -0.0762
C -0.93633 -0.80009 0.92826 -0.5042
H 6.57245 0.53651 0.44994 0.1020
H -4.36613 -1.91622 -2.39564 0.0832
H 2.35100 5.94105 2.61190 0.0998
H -3.29484 0.48761 1.27225 0.0976
H -3.04147 -2.75213 -5.15639 0.0849
H -2.64292 -3.37596 -3.54050 0.0863
H 2.56904 2.77021 -4.22957 0.1111
H -1.38400 -2.64809 -4.55030 0.0822
H 4.49006 -2.13651 -2.16797 0.1015
H 2.25944 -0.48102 2.64258 0.0936
H 2.78682 3.04893 -0.50920 0.0993
H -0.59653 -5.84579 3.73078 0.1027
H -1.67786 -3.39766 0.57720 0.1057
H 1.90706 0.96938 -2.69256 0.0927
H 0.83957 -1.96593 4.99926 0.1045
H -4.48542 -0.19944 -2.81430 0.0778
H -2.65351 1.51917 5.28530 0.1026
H 4.42152 1.43009 1.25506 0.1038
H 2.31848 -1.22070 -1.35650 0.0800
H 2.86590 -5.12943 1.31536 0.1011
H -5.58034 -0.43804 1.17067 0.0966
H -1.60514 0.64287 7.34656 0.1006
H -2.20942 0.87124 -2.30337 0.0671
H -3.11925 -0.24264 -5.55233 0.0843
H 6.61446 -1.24576 -1.26252 0.1005
H -1.13732 -3.44289 3.67153 0.1118
H 1.38850 4.20211 4.08546 0.1022
H -1.92488 0.65470 3.06551 0.0859
H 0.14935 -1.09243 7.19741 0.1012
H 2.15165 5.71593 -6.30438 0.1113
H 2.26572 4.04047 -5.94110 0.0902
H -0.90456 -1.21130 -2.70540 0.0865
H 1.10418 1.89587 3.25752 0.0897
H 3.04218 5.35660 0.30828 0.1025
H -1.43689 -0.15185 -5.00952 0.0824
H 1.40928 -6.69594 2.56024 0.0996
H 2.30535 -2.72869 1.22335 0.0897
H -0.85698 4.97963 -2.91062 0.1231
H -2.80726 -0.05882 -1.07819 0.0607
H -5.92491 -2.86972 0.81946 0.0928
H -2.67880 0.87830 -4.27778 0.0678
H -3.94966 -4.34553 0.55100 0.0972
H -4.87029 -1.41672 -4.02590 0.0857
H -1.33442 3.09535 -1.33685 0.1034
```

---

2.
The following is a DFT calculation (ωB97M-V/def2-TZVPD) of C41H45F5Ge2OS4SbSe2Tc as an isolated structure.

Summary:
**ΔE to the lowest compared entry with this formula, charge and spin**: 12.6 kcal/mol
**E_tot**: -354685.6503 eV
**Net charge**: -2
**Spin multiplicity**: 3
**Molecular weight**: 1299.97 g/mol

Structure (XYZ):
```
102
Properties=species:S:1:pos:R:3:lowdin_spin:R:1
Sb 2.18002 -2.25452 -0.69792 -0.0048
Tc 0.01451 -0.11095 0.58978 1.6448
Se -1.21161 -0.61856 -1.49768 0.0492
Se -0.71369 -1.90699 2.04862 0.1197
Ge -1.08802 2.19293 3.84134 -0.0008
Ge -1.60906 1.48082 1.56123 0.0008
S 3.90052 0.41080 3.86395 -0.0001
S 0.92141 -2.75196 3.30563 0.0220
S 1.78743 0.68845 1.93674 0.0512
S 3.26980 -2.24147 4.87322 0.0059
F -3.91593 -3.72589 -4.67547 -0.0011
F -3.11806 -2.43400 0.51195 0.0024
F -5.32704 -4.96452 -2.70976 0.0023
F -2.10071 -1.88329 -4.08451 0.0011
F -4.88067 -4.29156 -0.11795 -0.0009
O 5.34178 -0.83483 5.69433 -0.0015
C 1.71632 -4.60844 -2.84711 0.0001
C 2.81010 -0.84438 -2.22952 -0.0001
C -2.36445 4.29487 -1.56331 0.0002
C 4.71122 -4.14483 -1.42072 -0.0005
C -4.41797 -4.02577 -2.39946 0.0079
C 0.99970 -3.62134 -1.92462 0.0011
C 3.96738 -4.04751 0.97997 0.0003
C -4.18799 -3.67877 -1.08836 -0.0009
C -2.24570 5.58117 0.45879 -0.0001
C -2.59830 3.11142 4.73487 -0.0014
C 1.49370 5.74451 -2.77714 0.0002
C 4.37732 -0.87287 4.95883 -0.0005
C 1.12824 4.71067 -1.92742 0.0027
C -3.69983 -3.39565 -3.38939 -0.0012
C -2.02082 4.40982 1.18076 -0.0017
C -5.51730 0.06480 0.60096 0.0004
C -2.42349 5.52514 -0.91601 -0.0009
C -2.76385 -2.43359 -3.05469 0.0070
C 4.09031 -3.26615 -0.33050 -0.0023
C -3.25203 -2.70370 -0.77936 0.0074
C 0.03646 -4.36577 -1.00116 0.0009
C 0.42085 3.44616 3.97302 0.0034
C 0.61501 1.41562 -0.65924 -0.0114
C 3.43660 -1.37696 -3.51557 -0.0001
C 2.08135 5.47456 -4.00882 -0.0005
C 1.92774 3.11355 -3.53897 0.0027
C -2.13154 3.13176 -0.83828 -0.0011
C -1.96530 3.16204 0.55396 -0.0039
C 2.18876 -1.58458 3.64293 0.0217
C -5.17355 -0.48866 2.91094 0.0004
C 2.29351 4.15151 -4.38370 0.0002
C -3.92266 0.12039 2.86706 -0.0012
C -2.49952 -2.04336 -1.74450 0.0058
C -0.61425 0.70228 5.02540 0.0020
C -5.97533 -0.51813 1.77684 -0.0022
C 3.72004 0.18456 -1.56171 -0.0002
C 1.34226 3.37367 -2.29154 0.0109
C 2.47178 -0.36092 3.16286 0.0037
C 0.95448 2.30625 -1.42210 0.0557
C -3.43988 0.70483 1.69510 -0.0015
C -4.26289 0.66019 0.56390 -0.0019
H 2.08371 2.08115 -3.83031 0.0004
H 2.48219 -4.14500 -3.46913 0.0000
H 1.31551 6.77132 -2.47752 0.0001
H 2.74189 3.92799 -5.34494 0.0001
H 5.75668 -4.37022 -1.16881 -0.0001
H 1.34333 2.91646 3.73079 0.0017
H 0.28159 0.20438 4.64692 0.0000
H 2.19171 -5.40671 -2.27282 0.0001
H 0.57637 -5.06096 -0.34859 0.0000
H 4.65700 -0.27367 -1.22217 0.0000
H 3.30727 -4.91274 0.85729 0.0001
H 3.63275 -0.54462 -4.20700 0.0000
H 4.39589 -1.86520 -3.32956 0.0000
H -0.68834 -4.95096 -1.58583 0.0000
H 2.36742 6.28458 -4.66991 0.0000
H 4.94814 -4.42330 1.30314 0.0000
H 0.98724 -5.08637 -3.51661 0.0000
H -1.40776 -0.04619 5.08674 0.0009
H 3.97940 0.98353 -2.27012 0.0001
H 1.85572 -0.37075 -2.47208 -0.0003
H 3.23847 0.65391 -0.70341 -0.0001
H 2.78461 -2.08231 -4.03490 0.0000
H -0.51827 -3.68363 -0.35561 0.0019
H 0.43134 -2.91146 -2.53069 0.0018
H -3.51830 2.52507 4.65788 0.0000
H -2.78656 4.09344 4.29033 0.0000
H -6.94529 -1.00075 1.80586 -0.0002
H -2.04529 2.18890 -1.36677 0.0004
H 4.74699 -2.40659 -0.15872 0.0000
H -1.88298 4.47895 2.25444 -0.0003
H 4.70058 -3.68624 -2.40803 0.0000
H -2.47565 4.24274 -2.64159 0.0000
H 0.65889 4.91600 -0.97222 0.0004
H -3.91244 1.09308 -0.36767 0.0003
H 0.48449 3.83904 4.99342 0.0005
H 0.31752 4.28363 3.27644 0.0000
H -0.40975 1.08892 6.02881 0.0002
H -3.30944 0.12353 3.76238 0.0007
H -2.27311 6.53667 0.97256 0.0000
H 4.18922 -5.09990 -1.49497 0.0000
H -2.35205 3.24911 5.79342 -0.0002
H 3.55583 -3.43976 1.78822 0.0004
H -5.51605 -0.95196 3.82978 0.0001
H -2.59595 6.43345 -1.48233 -0.0001
H -6.13166 0.04061 -0.29259 0.0001
```